(1)
Here is a structure of composition C42H37AsN4O8Pb from the Open Molecules 2025 dataset. Energies are from ωB97M-V/def2-TZVPD.

Each line ends with the Mulliken charge.
Geometry (Å):
Pb  15.674  11.174  9.624  1.29
As  8.411  16.153  12.170  0.26
O  13.632  13.449  11.314  -0.84
O  13.687  7.192  8.596  -0.82
O  10.254  14.057  9.375  -0.48
O  20.935  12.703  10.217  -0.74
O  21.749  10.459  11.824  -0.67
O  19.225  8.896  12.553  -0.70
O  18.127  12.134  9.259  -0.81
O  17.040  10.434  11.260  -0.75
N  14.015  11.195  11.419  -0.24
N  10.854  11.612  11.457  -0.09
N  16.546  9.260  7.806  0.32
N  14.443  9.104  9.740  0.49
C  10.766  13.052  8.854  -0.87
C  12.749  8.406  13.481  -0.75
C  11.857  12.305  12.150  1.56
C  10.482  12.774  14.030  -0.45
C  13.011  9.663  13.052  -0.23
C  8.221  20.011  11.802  -0.42
C  12.846  15.248  8.915  -1.20
C  12.984  13.977  8.136  1.63
C  15.591  7.472  6.559  -0.42
C  14.104  13.893  7.315  -0.87
C  12.305  11.728  7.566  0.55
C  14.340  12.677  6.719  0.86
C  15.533  8.363  7.670  0.27
C  8.259  17.606  10.875  -1.25
C  8.085  17.223  13.768  -1.27
C  12.059  12.926  8.179  1.50
C  13.528  9.932  11.765  0.40
C  8.870  18.954  11.137  0.73
C  9.655  11.646  12.120  -0.66
C  12.930  7.340  12.644  -0.52
C  20.608  10.652  11.456  0.51
C  13.372  7.541  11.328  -0.76
C  19.326  9.849  11.813  -0.07
C  11.491  10.444  7.812  -1.88
C  20.197  11.715  10.491  0.06
C  17.610  9.284  7.007  -0.43
C  9.452  12.217  13.379  -0.31
C  13.279  12.301  11.579  -0.43
C  18.282  10.551  11.064  0.44
C  8.828  21.220  12.011  -0.64
C  10.086  19.243  10.563  -0.23
C  15.578  12.606  5.873  -1.43
C  10.386  16.252  12.143  -0.84
C  13.520  11.628  6.918  -1.09
C  13.743  8.804  10.961  -0.06
C  18.814  11.524  10.157  0.85
C  10.702  20.507  10.733  -0.78
C  17.617  8.563  5.798  -0.68
C  16.582  7.675  5.555  -0.36
C  14.394  8.194  8.732  -0.04
C  11.708  12.897  13.374  -0.78
C  10.046  21.492  11.448  -0.39
H  8.692  18.098  13.825  0.39
H  11.525  10.078  8.825  0.21
H  13.531  6.653  10.724  0.43
H  8.840  11.081  11.651  0.38
H  8.319  22.018  12.496  0.39
H  7.270  19.895  12.261  0.36
H  14.850  6.604  6.567  0.30
H  7.216  17.917  10.794  0.54
H  18.298  10.095  7.307  0.44
H  11.962  15.795  8.563  0.22
H  10.083  12.213  8.830  0.32
H  13.771  10.723  6.480  0.39
H  14.930  14.639  7.408  0.09
H  12.398  8.348  14.505  0.38
H  12.844  15.045  9.986  0.13
H  10.508  22.435  11.440  0.41
H  8.723  17.302  9.904  0.41
H  7.064  17.536  13.884  0.37
H  18.428  8.645  5.063  0.37
H  11.585  20.785  10.197  0.38
H  13.779  15.819  8.623  0.29
H  12.801  6.259  13.065  0.14
H  15.273  12.842  4.840  0.40
H  12.855  10.485  13.724  0.37
H  12.618  13.186  13.885  0.43
H  10.782  15.522  12.868  0.24
H  16.404  7.124  4.635  0.38
H  8.373  16.651  14.671  0.35
H  11.872  9.668  7.130  0.45
H  10.657  15.844  11.112  -0.05
H  15.949  11.566  5.817  0.17
H  10.303  13.133  15.072  0.28
H  10.426  10.411  7.394  0.43
H  10.595  18.534  9.931  0.38
H  10.817  17.174  12.259  0.66
H  16.350  13.331  6.247  0.31
H  8.457  12.306  13.800  0.39

- HOMO level (eV) = -1.73
- ΔE to the lowest compared entry with this formula, charge and spin (kJ/mol) = 179.5
- molar mass (g/mol) = 1007.900
- Kohn-Sham gap (Eh) = 0.190
- multiplicity = 1
- charge = -2

***

(2)
Here is a cluster of 7 separate species, C42H37BIO26 in total from the Open Molecules 2025 dataset. Energies are from ωB97M-V/def2-TZVPD.

Each line ends with the Mulliken charge.
Geometry (Å):
I  -5.812  1.238  5.027  -0.22
O  -2.950  1.606  5.353  -0.41
O  0.970  4.597  -4.429  -0.60
O  -1.702  2.372  0.584  -0.27
O  3.356  5.421  -5.356  -0.58
O  5.573  1.820  1.064  -0.62
O  -4.736  5.871  -1.971  -0.65
O  11.858  -0.887  -2.998  -0.57
O  2.645  -5.049  2.982  -0.60
O  -4.048  -2.513  2.138  -0.46
O  1.448  9.678  -5.826  -0.63
O  7.791  2.618  -1.717  -0.55
O  -6.810  -5.335  2.714  -0.53
O  5.325  1.918  -1.608  -0.52
O  0.811  -9.254  2.011  -0.64
O  -8.488  -7.127  1.605  -0.64
O  -7.774  -5.460  -2.719  -0.58
O  -2.613  4.859  -3.278  -0.58
O  0.716  1.341  -0.989  -0.59
O  10.270  -1.270  -0.861  -0.60
O  -3.886  3.320  1.866  -0.54
O  0.321  -3.990  2.148  -0.42
O  9.324  2.954  -3.902  -0.63
O  -6.034  -3.729  -1.625  -0.65
O  0.962  1.333  1.724  -0.33
O  -1.486  -8.189  1.098  -0.58
O  -0.915  8.875  -4.819  -0.57
C  -8.198  -6.352  -0.598  -1.04
C  -7.950  -6.346  0.842  0.87
C  1.836  1.470  -0.539  1.18
C  -0.519  -7.377  1.558  0.49
C  -4.391  4.623  -0.004  -0.89
C  -2.347  -0.667  2.029  0.41
C  8.976  0.666  -1.206  -0.95
C  0.085  7.990  -4.940  0.43
C  4.227  1.759  -0.854  0.13
C  -3.613  3.733  0.629  0.14
C  -0.666  -6.050  1.585  -1.08
C  -2.868  4.458  -2.020  0.43
C  8.757  1.728  -1.988  0.40
C  -3.122  -1.801  1.308  -0.85
C  -3.697  0.729  5.387  0.18
C  -6.996  -5.330  1.388  0.18
C  -7.568  -5.484  -1.395  0.41
C  -2.394  3.159  -0.027  0.84
C  3.269  1.580  1.483  -0.97
C  4.437  1.724  0.627  1.28
C  -6.364  -4.462  0.589  -0.87
C  3.011  1.639  -1.393  -1.03
C  0.410  -5.198  2.090  0.88
C  1.053  5.774  -4.726  1.00
C  -3.335  -0.747  5.676  -0.32
C  9.576  1.983  -3.213  0.95
C  2.492  7.578  -5.620  -1.01
C  10.039  -0.282  -1.531  0.96
C  10.876  -0.012  -2.741  0.34
C  -0.059  6.710  -4.583  -0.94
C  -1.129  -1.126  2.882  0.01
C  -1.493  -2.023  4.126  -0.88
C  0.733  -8.037  2.040  0.89
C  10.654  1.049  -3.525  -0.97
C  -4.069  5.054  -1.358  1.04
C  -2.088  3.574  -1.394  -1.16
C  1.373  8.508  -5.498  0.89
C  2.350  6.298  -5.259  0.36
C  1.673  -5.857  2.547  0.33
C  1.817  -7.188  2.523  -0.93
C  -6.594  -4.485  -0.851  1.04
C  2.042  1.462  0.951  0.14
B  -1.721  -1.089  5.497  0.23
H  -4.288  -1.939  2.881  0.27
H  2.996  4.572  -5.035  0.35
H  -5.272  5.048  0.457  0.46
H  2.723  -7.676  2.852  0.41
H  -2.411  -2.634  4.002  0.08
H  -7.376  -6.051  3.056  0.35
H  11.251  1.253  -4.403  0.41
H  6.070  1.981  -0.980  0.29
H  -0.640  -0.197  3.254  0.29
H  -8.901  -7.079  -0.979  0.40
H  11.805  -1.555  -2.288  0.36
H  -1.386  -1.772  6.437  -0.26
H  -3.064  -0.020  2.583  -0.10
H  -1.568  -5.561  1.241  0.52
H  -3.748  -1.297  0.525  0.30
H  3.434  1.574  2.552  0.50
H  -3.959  -1.438  5.062  0.10
H  7.837  3.284  -2.430  0.32
H  -0.346  -1.642  2.283  0.31
H  -1.013  -0.126  5.370  -0.26
H  2.848  1.660  -2.461  0.48
H  -3.320  5.497  -3.496  0.32
H  -1.932  -0.024  1.215  -0.09
H  8.388  0.471  -0.319  0.50
H  2.288  -4.142  2.900  0.34
H  -5.669  -3.723  0.973  0.70
H  -0.986  6.324  -4.180  0.56
H  0.197  1.263  1.115  0.11
H  -0.659  -2.728  4.350  0.01
H  3.422  7.968  -6.008  0.41
H  -3.181  2.683  2.098  0.23
H  -3.613  -0.951  6.733  0.37
H  -2.467  -2.493  0.739  0.31
H  -1.132  -9.094  1.189  0.34
H  -7.200  -4.746  -3.059  0.36
H  -0.557  9.722  -5.145  0.35
H  -1.215  3.139  -1.863  0.58

- HOMO level (eV) = -5.13
- molar mass (g/mol) = 1095.448
- Kohn-Sham gap (Eh) = 0.166
- multiplicity = 1
- charge = -1

***

(3)
Here is a structure of composition C42H37Cl2N4O5P2Ti from the Open Molecules 2025 dataset. Energies are from ωB97M-V/def2-TZVPD.

Each line ends with the Mulliken charge.
Geometry (Å):
Ti  -0.217  -0.865  -0.201  -0.66
Cl  -1.794  -7.447  1.210  -0.22
Cl  -1.533  -7.302  -1.970  -0.22
P  2.253  -0.655  0.791  2.24
P  1.778  1.747  -1.572  1.34
O  -2.396  2.306  -1.383  -0.71
O  -0.990  -1.292  3.053  -0.67
O  -1.036  0.552  -1.231  -0.65
O  -0.651  0.732  1.250  0.40
O  -0.975  -2.335  -3.349  -0.67
N  -0.117  -2.600  1.372  -0.18
N  2.390  -1.515  -2.590  0.44
N  0.144  -2.473  -1.333  0.95
N  -2.258  -1.534  0.086  1.96
C  -4.192  1.416  0.830  0.00
C  1.367  -1.772  -4.737  -0.85
C  1.117  3.461  -1.421  -1.65
C  -4.166  1.016  3.576  -1.13
C  -0.292  5.647  1.895  -0.57
C  0.027  -2.177  -2.679  0.06
C  -3.690  -2.401  1.780  -1.00
C  -1.159  3.088  1.202  -0.73
C  -5.374  1.009  2.891  -0.50
C  -0.701  -4.775  -1.583  -1.11
C  3.172  -2.207  0.564  -1.49
C  4.653  0.690  1.173  -0.83
C  4.124  2.845  -0.451  -0.46
C  -0.492  -3.726  0.583  -0.26
C  3.557  -1.345  -3.197  -0.39
C  5.278  2.835  0.311  -0.87
C  -3.284  -1.454  -0.765  -0.84
C  5.556  1.735  1.112  -0.87
C  -1.136  -5.942  -0.971  -0.14
C  0.432  4.536  2.292  -0.80
C  3.467  0.700  0.428  0.02
C  2.644  1.994  -3.177  -1.39
C  -4.755  -2.327  0.897  -0.49
C  -0.384  -3.663  -0.815  0.69
C  1.320  -1.744  -3.350  0.23
C  -1.253  -6.008  0.409  -0.05
C  -0.925  -4.899  1.177  -0.46
C  -1.118  -2.013  2.057  -0.73
C  3.716  -1.393  -4.577  -0.76
C  3.218  1.782  -0.427  0.33
C  -1.641  1.690  0.820  3.35
C  -4.551  -1.863  -0.395  -1.23
C  -2.980  1.412  1.508  0.18
C  2.593  -1.595  -5.359  -0.54
C  -5.381  1.214  1.522  -1.03
C  -1.461  5.476  1.161  -0.92
C  -1.732  1.537  -0.730  -1.03
C  -2.448  -2.016  1.318  1.43
C  -1.898  4.207  0.824  -0.24
C  0.001  3.260  1.946  -0.14
C  2.204  -0.518  2.616  -1.48
C  -2.983  1.227  2.891  -0.43
H  2.004  0.516  2.901  0.32
H  5.961  3.674  0.276  0.43
H  3.919  3.699  -1.085  0.28
H  0.146  3.509  -1.918  0.51
H  -5.361  -1.801  -1.106  0.53
H  -0.999  -4.957  2.256  0.56
H  -3.059  -1.068  -1.751  0.53
H  3.174  -2.480  -0.488  0.11
H  2.636  -2.973  1.126  0.43
H  1.781  4.192  -1.885  0.70
H  2.670  -1.629  -6.438  0.45
H  3.296  2.869  -3.142  0.50
H  0.589  2.402  2.239  0.22
H  3.156  -0.822  3.051  0.61
H  -0.870  0.345  2.125  -0.07
H  -6.317  1.221  0.977  0.43
H  4.192  -2.128  0.941  0.54
H  0.968  3.734  -0.377  0.29
H  -5.744  -2.636  1.213  0.47
H  -4.142  0.868  4.647  0.44
H  4.876  -0.147  1.822  0.28
H  1.883  2.155  -3.943  0.46
H  6.467  1.695  1.694  0.43
H  -2.059  1.256  3.456  0.39
H  3.229  1.128  -3.462  0.20
H  -3.805  -2.757  2.794  0.61
H  -6.302  0.854  3.425  0.41
H  4.697  -1.271  -5.014  0.44
H  -0.642  -4.733  -2.660  0.69
H  -2.804  4.079  0.248  0.47
H  1.341  4.654  2.867  0.46
H  -2.038  6.338  0.851  0.42
H  4.411  -1.163  -2.550  0.33
H  -4.215  1.584  -0.237  0.61
H  0.047  6.642  2.155  0.42
H  1.407  -1.153  2.999  0.34
H  0.457  -1.950  -5.290  0.53

- HOMO level (spin up / spin down) (eV) = -7.55 / -7.59
- ΔE to the lowest compared entry with this formula, charge and spin (kJ/mol) = 57.3
- molar mass (g/mol) = 858.502
- Kohn-Sham gap (spin up / spin down) (Eh) = 0.279 / 0.279
- multiplicity = 2
- expectation value of S² = 0.754

***

- Which of these has the highest multiplicity?
  C42H37Cl2N4O5P2Ti

***

- The highest multiplicity belongs to which entry?
  C42H37Cl2N4O5P2Ti

***

- Among the records above, which one has the highest multiplicity?
  C42H37Cl2N4O5P2Ti